(w)
The following is a DFT calculation (ωB97M-V with the def2-TZVPD basis set) of 2 unconnected molecules or ions with the total composition C5H8FN.

The molecular weight is 101.124 g mol⁻¹. The orbital gap (spin up / spin down) is 8.961 / 7.716 eV. For the LUMO energy (spin up / spin down), the calculation gives -0.952 / -1.891 eV.

Structure (ORCA input):
```
! RIJCOSX wB97M-V def2-TZVPD def2/J DEFGRID3
* xyz 0 1
C -0.2095 0.9008 0.8388
C 0.4995 1.4236 1.7129
C -0.7986 -2.0278 -1.4502
C -0.9732 -0.1423 0.0914
C 0.0382 -0.9489 -0.7005
N 1.8343 3.3182 2.1739
F 1.9246 3.6197 0.8977
H -0.2180 -2.5569 -2.0520
H -1.4887 -1.6241 -2.1677
H -1.3272 -2.5971 -0.7767
H -1.8184 0.2387 -0.3628
H -1.4333 -0.7850 0.8374
H 0.7366 -1.4312 -0.0991
H 0.6521 -0.1456 -1.3483
H 2.5816 2.7578 2.4052
*
```

---

(x)
The following is a DFT calculation (ωB97M-V with the def2-TZVPD basis set) of C5H8FN in the gas phase.

The molecular weight is 101.124 g mol⁻¹. The orbital gap is 9.776 eV. Its SMILES is C[C@H]1C=C(F)CN1. For the LUMO energy, the calculation gives 1.074 eV.

Structure (ORCA input):
```
! RIJCOSX wB97M-V def2-TZVPD def2/J DEFGRID3
* xyz 0 1
C -0.5774 1.8492 0.1328
C -0.7799 0.3018 -0.1349
C 0.1340 -0.1313 -1.2808
C 0.9660 -1.0543 -0.7578
F 1.9890 -1.6721 -1.4089
C 0.7477 -1.3578 0.6639
N -0.3102 -0.4265 1.0708
H 0.4732 2.0251 0.4069
H -0.9194 2.5107 -0.7409
H -1.1369 2.0789 1.0271
H -1.8048 -0.0181 -0.4321
H 0.2047 0.3784 -2.2155
H 1.6166 -1.2354 1.2919
H 0.4912 -2.4081 0.8287
H -1.0937 -0.8405 1.5490
*
```

---

The most stable arrangement is (x), and the next structure is 0.2995 hartree less stable.

---

(w)
The following is a DFT calculation (ωB97M-V with the def2-TZVPD basis set) of C17H20N2O4 in the gas phase.

The molecular weight is 316.357 g mol⁻¹. The orbital gap is 9.393 eV. Its SMILES is Cc1ccc(OCC(=O)NCCCNC(=O)c2ccco2)cc1. For the LUMO energy, the calculation gives 0.636 eV.

Structure (ORCA input):
```
! RIJCOSX wB97M-V def2-TZVPD def2/J DEFGRID3
* xyz 0 1
C 4.9593 -1.3988 1.5461
C 3.5503 -0.8902 1.5153
C 2.6020 -1.3363 2.4212
C 1.2982 -0.8653 2.3960
C 0.9260 0.0733 1.4465
O -0.3439 0.5696 1.2927
C -1.3175 0.2796 2.2771
C -2.5660 1.0670 1.8596
O -2.9852 2.0136 2.4851
N -3.1173 0.6088 0.7199
C -4.1290 1.3481 -0.0014
C -3.7338 1.5784 -1.4609
C -2.3173 2.1501 -1.6238
N -1.3063 1.1223 -1.5272
C -0.8237 0.4993 -2.6263
O -1.1187 0.8077 -3.7662
C 0.1006 -0.6132 -2.3268
C 1.0154 -1.2356 -3.1337
C 1.6123 -2.2453 -2.3473
C 1.0125 -2.1737 -1.1273
O 0.0973 -1.1949 -1.1017
C 1.8760 0.5467 0.5424
C 3.1658 0.0642 0.5776
H 5.0398 -2.2865 2.1682
H 5.6249 -0.6361 1.9503
H 5.3011 -1.6401 0.5415
H 2.8766 -2.0707 3.1649
H 0.5883 -1.2406 3.1166
H -0.9907 0.6227 3.2647
H -1.5376 -0.7965 2.3123
H -2.7097 -0.1849 0.2503
H -5.0837 0.8115 0.0412
H -4.2444 2.2993 0.5244
H -3.7882 0.6403 -2.0174
H -4.4526 2.2688 -1.9025
H -2.2237 2.5892 -2.6205
H -2.1267 2.9148 -0.8680
H -0.9520 0.8721 -0.6139
H 1.2252 -0.9873 -4.1531
H 2.3768 -2.9312 -2.6486
H 1.1499 -2.7395 -0.2269
H 1.5804 1.2861 -0.1859
H 3.8895 0.4330 -0.1343
*
```

---

(x)
The following is a DFT calculation (ωB97M-V with the def2-TZVPD basis set) of C17H20N2O4 in the gas phase.

The molecular weight is 316.357 g mol⁻¹. The orbital gap is 9.007 eV. Its SMILES is CCCC(=O)Oc1ccc(-c2nccc(C(OC)OC)n2)cc1. For the LUMO energy, the calculation gives 0.364 eV.

Structure (ORCA input):
```
! RIJCOSX wB97M-V def2-TZVPD def2/J DEFGRID3
* xyz 0 1
C -8.3833 -0.7230 0.0435
C -7.1076 -0.0138 -0.3902
C -5.8843 -0.5753 0.3276
C -4.6123 0.1213 -0.0949
O -4.5338 0.9974 -0.9099
O -3.5692 -0.4099 0.5740
C -2.2689 0.0455 0.4226
C -1.9394 1.3759 0.1970
C -0.6091 1.7381 0.1108
C 0.3987 0.7875 0.2555
C 1.8054 1.1785 0.1668
N 2.0874 2.4572 -0.0775
C 3.3608 2.7900 -0.1646
C 4.3872 1.8690 -0.0139
C 3.9924 0.5603 0.2457
C 4.9980 -0.5556 0.4629
O 4.6102 -1.7795 -0.0895
C 4.3418 -1.7453 -1.4792
O 6.2449 -0.1222 -0.0088
C 7.3130 -0.9684 0.3621
N 2.7177 0.2232 0.3367
C 0.0553 -0.5444 0.4898
C -1.2696 -0.9131 0.5721
H -9.2427 -0.3097 -0.4779
H -8.5427 -0.6057 1.1133
H -8.3261 -1.7862 -0.1796
H -7.1856 1.0538 -0.1787
H -6.9687 -0.1225 -1.4669
H -5.9851 -0.4665 1.4102
H -5.7702 -1.6419 0.1199
H -2.7131 2.1175 0.0841
H -0.3324 2.7652 -0.0662
H 3.5614 3.8355 -0.3645
H 5.4267 2.1321 -0.0941
H 5.0513 -0.7626 1.5492
H 3.4051 -1.2195 -1.6860
H 5.1581 -1.2622 -2.0246
H 4.2537 -2.7841 -1.7904
H 7.4368 -0.9780 1.4511
H 7.1460 -1.9912 0.0138
H 8.2034 -0.5569 -0.1082
H 0.8428 -1.2726 0.6026
H -1.5543 -1.9377 0.7545
*
```

---

The most stable arrangement is (w), and the next structure is 0.0156 hartree less stable.

---

(w)
The following is a DFT calculation (ωB97M-V with the def2-TZVPD basis set) of C2H2N2OS in the gas phase.

The molecular weight is 102.118 g mol⁻¹. The orbital gap is 9.749 eV. Its SMILES is Sc1conn1. For the LUMO energy, the calculation gives 0.511 eV.

Structure (ORCA input):
```
! RIJCOSX wB97M-V def2-TZVPD def2/J DEFGRID3
* xyz 0 1
S 1.9980 0.0745 -0.0216
C 0.2381 -0.0436 0.0468
C -0.5909 1.0546 -0.0323
O -1.8644 0.6405 0.0468
N -1.8113 -0.7994 -0.0219
N -0.5867 -1.1103 -0.0386
H 2.3276 -1.1584 0.3271
H -0.4786 2.1445 -0.0190
*
```

---

(x)
The following is a DFT calculation (ωB97M-V with the def2-TZVPD basis set) of C2H2N2OS in the gas phase.

The molecular weight is 102.118 g mol⁻¹. The orbital gap is 10.143 eV. Its SMILES is Sc1cnon1. For the LUMO energy, the calculation gives 0.494 eV.

Structure (ORCA input):
```
! RIJCOSX wB97M-V def2-TZVPD def2/J DEFGRID3
* xyz 0 1
S 0.5737 1.9312 0.4946
C 0.1193 0.2500 0.0476
C 0.5646 -1.0226 0.3501
N -0.2636 -1.8337 -0.1481
O -1.0790 -1.0830 -1.0444
N -0.8211 0.1911 -0.7765
H -0.3180 2.7659 -0.0319
H 1.2242 -1.1990 1.1086
*
```

---

The most stable arrangement is (w), and the next structure is 0.0410 hartree less stable.

---

(w)
The following is a DFT calculation (ωB97M-V with the def2-TZVPD basis set) of C2H2N2OS in the gas phase.

The molecular weight is 102.118 g mol⁻¹. The orbital gap is 10.192 eV. Its SMILES is Sc1nnco1. For the LUMO energy, the calculation gives 0.618 eV.

Structure (ORCA input):
```
! RIJCOSX wB97M-V def2-TZVPD def2/J DEFGRID3
* xyz 0 1
S 1.8119 0.6627 -0.1947
C 0.2034 -0.0121 -0.0258
N -0.1421 -1.2430 0.0412
N -1.5393 -1.2309 0.1733
C -1.8863 0.0165 0.1867
O -0.8260 0.8476 0.0716
H 2.4036 -0.5454 -0.2043
H -2.9188 0.4514 0.2796
*
```

---

(x)
The following is a DFT calculation (ωB97M-V with the def2-TZVPD basis set) of 2 unconnected molecules or ions with the total composition C2H2N2OS.

The molecular weight is 102.118 g mol⁻¹. The orbital gap is 9.650 eV. Its SMILES is N=C=O.N=C=S. For the LUMO energy, the calculation gives 0.518 eV.

Structure (ORCA input):
```
! RIJCOSX wB97M-V def2-TZVPD def2/J DEFGRID3
* xyz 0 1
N -0.6129 2.5039 -0.4644
C -0.5521 1.2912 -0.4198
O -0.6528 0.1484 -0.2654
H 0.1846 2.8356 -0.0847
N -0.0901 -2.1724 0.6270
C 0.7098 -1.5539 -0.0168
S 1.7795 -0.5171 -0.5730
H -0.7661 -2.5357 1.1971
*
```

---

The most stable arrangement is (w), and the next structure is 0.0235 hartree less stable.

---

(w)
The following is a DFT calculation (ωB97M-V with the def2-TZVPD basis set) of ClH3NPS in the gas phase.

The molecular weight is 115.525 g mol⁻¹. The orbital gap (spin up / spin down) is 6.526 / 6.527 eV. Its SMILES is N=[S@@H](=P)Cl. For the LUMO energy (spin up / spin down), the calculation gives -1.882 / -1.882 eV.

Structure (ORCA input):
```
! RIJCOSX wB97M-V def2-TZVPD def2/J DEFGRID3
* xyz 0 1
N 0.2327 1.5154 1.0354
S 0.0362 0.2203 -0.1314
P -0.5085 -1.7172 0.7279
Cl -0.8300 0.5832 -2.1591
H -0.6333 1.3860 1.6894
H 1.2330 0.1119 -0.8920
H 0.4699 -2.0996 -0.2703
*
```

---

(x)
The following is a DFT calculation (ωB97M-V with the def2-TZVPD basis set) of ClH3NPS in the gas phase.

The molecular weight is 115.525 g mol⁻¹. The orbital gap is 9.655 eV. Its SMILES is SNPCl. For the LUMO energy, the calculation gives 0.559 eV.

Structure (ORCA input):
```
! RIJCOSX wB97M-V def2-TZVPD def2/J DEFGRID3
* xyz 0 1
S 1.1723 1.2911 0.3573
N 0.5547 -0.2659 -0.0490
P -0.9080 -0.6427 0.7898
Cl -2.2132 0.4385 -0.3394
H 1.0152 2.0250 -0.9156
H 1.3246 -0.9619 -0.0435
H -0.9456 -1.8842 0.2005
*
```

---

(y)
The following is a DFT calculation (ωB97M-V with the def2-TZVPD basis set) of a molecular structure, ClH3NPS.

The molecular weight is 115.525 g mol⁻¹. The orbital gap is 8.369 eV. For the LUMO energy, the calculation gives -0.348 eV.

Structure (ORCA input):
```
! RIJCOSX wB97M-V def2-TZVPD def2/J DEFGRID3
* xyz 0 1
N -0.9458 -0.4251 -0.3113
P -0.4468 1.1390 -0.3048
S 1.6120 0.5816 1.2793
Cl 0.2921 1.3337 -2.1023
H -0.4201 -1.1278 -0.7585
H -1.1852 -0.9083 0.6167
H 1.0938 -0.5931 1.5809
*
```

---

The most stable arrangement is (y), and the next structure is 0.0159 hartree less stable.